Formula: C45H46F10N3O2PSTeW
Source: the OMol25 dataset
Level of theory: ωB97M-V/def2-TZVPD

The expectation value of S² is 2.022. Its multiplicity is 3. The energy relative to the best compared isomer or geometry (same formula, charge and spin) is 1.407 eV. The value obtained for the molecular weight is 1225.34 g mol⁻¹. The HOMO energy (alpha / beta) comes out at -6.9 / -7.5 eV. The calculation puts the HOMO-LUMO gap (alpha / beta) at 6.18 / 7.04 eV. The electronic energy is -112391.8527 eV.

Each line ends with the Löwdin spin population.
Positions of all 110 atoms, in Å:
W1 0.15348 -0.37490 0.64839  1.661
C1 0.63212 -0.90919 4.80422  0.002
N1 -0.33093 -1.07127 3.72113  0.000
C2 -0.47889 -2.48456 3.37604  0.002
C3 0.49369 -2.89490 2.27028  0.009
N2 0.03884 -2.48953 0.91964  0.028
C4 -0.58856 -3.49261 0.17947  0.004
C5 -1.40083 -4.53345 0.66212  0.006
F1 -1.72272 -4.64872 1.96234  0.002
C6 -1.97696 -5.49610 -0.15426  -0.001
F2 -2.75332 -6.43718 0.39233  -0.001
C7 -1.79025 -5.47739 -1.51487  0.006
F3 -2.35892 -6.39097 -2.30345  0.002
C8 -0.99365 -4.48171 -2.03719  -0.001
F4 -0.76297 -4.43025 -3.35424  -0.001
C9 -0.41217 -3.55153 -1.20707  0.006
F5 0.38572 -2.64744 -1.79800  0.003
C10 -1.60141 -0.40814 3.98270  0.001
C11 -2.03118 0.38091 2.74314  0.014
N3 -1.83654 -0.34389 1.49780  0.026
C12 -2.87588 -1.15362 1.08800  0.002
C13 -2.86462 -1.63300 -0.21991  0.005
F6 -1.81306 -1.25099 -0.97486  0.012
C14 -3.81880 -2.43005 -0.80492  -0.001
F7 -3.68919 -2.81752 -2.07443  -0.001
C15 -4.91301 -2.81778 -0.05906  0.006
F8 -5.85980 -3.59951 -0.57805  0.002
C16 -4.99234 -2.37265 1.24083  -0.001
F9 -6.03404 -2.73611 1.99183  -0.001
C17 -4.00978 -1.56887 1.80003  0.005
F10 -4.20777 -1.23829 3.09039  0.002
H1 1.58526 -1.35831 4.52361  0.001
H2 0.81558 0.14687 5.00174  0.000
H3 0.27545 -1.39140 5.72606  0.000
H4 -0.34957 -3.11277 4.26873  0.000
H5 -1.48689 -2.64030 3.01489  0.000
H6 1.46479 -2.43224 2.46088  0.000
H7 0.66081 -3.97213 2.28881  0.001
H8 -2.36887 -1.12971 4.26779  0.000
H9 -1.49327 0.29072 4.81652  0.000
H10 -3.06079 0.73183 2.85318  0.001
H11 -1.40846 1.25154 2.68557  0.004
O1 3.52283 -2.48137 -0.58449  0.003
C18 3.13334 -1.45958 -0.05828  0.009
O2 1.96199 -0.93108 -0.29663  0.083
C19 4.02323 -0.66201 0.83502  0.010
C20 5.39972 -0.80270 0.66912  0.000
C21 6.28840 -0.05897 1.42217  0.008
C22 5.79485 0.82737 2.37422  -0.001
C23 4.42978 0.96952 2.55386  0.006
C24 3.52750 0.23526 1.77676  0.012
S1 1.82927 0.50709 2.18158  0.051
H12 5.74712 -1.51718 -0.06702  0.000
H13 7.35575 -0.16749 1.27353  0.001
H14 6.47696 1.40895 2.98279  0.000
H15 4.04378 1.65133 3.30365  0.000
C25 0.27636 2.96328 3.51558  0.000
C26 -0.44200 3.41564 2.23432  -0.001
C27 -0.18632 4.92920 2.16049  -0.001
P1 -0.06439 2.44912 0.64844  0.000
C28 1.53176 3.29026 0.10561  0.004
C29 2.59902 2.40388 -0.56366  0.002
C30 1.34751 4.53463 -0.76784  0.000
C31 -1.45179 3.04098 -0.49460  -0.003
C32 -2.64591 2.07464 -0.41331  0.002
C33 -2.02294 4.45736 -0.39346  -0.001
H16 -0.13116 3.53672 4.35389  0.000
H17 1.34467 3.17529 3.45365  0.000
H18 0.17887 1.90973 3.74887  0.000
H19 -1.51631 3.25517 2.36766  0.000
H20 0.88463 5.14441 2.17052  0.000
H21 -0.61112 5.38269 3.06073  0.000
H22 -0.62756 5.42932 1.30994  0.000
H23 1.94024 3.59554 1.07122  0.001
H24 2.55816 2.51139 -1.64878  0.000
H25 2.51654 1.34527 -0.32336  0.002
H26 3.59223 2.72431 -0.24098  0.000
H27 0.84734 4.27811 -1.70540  0.000
H28 2.33684 4.92333 -1.02539  0.000
H29 0.79902 5.33797 -0.28738  0.000
H30 -1.01654 2.94159 -1.48914  0.000
H31 -3.11653 2.11205 0.57438  0.000
H32 -2.37264 1.04219 -0.59841  0.002
H33 -3.39972 2.35936 -1.15196  0.000
H34 -2.49589 4.63830 0.57375  0.000
H35 -2.80856 4.54560 -1.14969  0.000
H36 -1.30161 5.24444 -0.59116  0.000
Te1 0.43261 0.55521 -2.03708  0.002
C34 -1.11963 0.11251 -3.39792  0.001
C35 -1.27311 -1.15991 -3.93729  -0.001
C36 -2.31104 -1.40242 -4.82612  0.001
C37 -3.19075 -0.38286 -5.17284  -0.002
C38 -3.02145 0.88851 -4.64485  0.000
C39 -1.98281 1.13943 -3.75606  -0.002
C40 2.01274 -0.14768 -3.23406  0.002
C41 2.46850 0.81675 -4.12799  -0.001
C42 3.44206 0.48339 -5.05944  0.000
C43 3.96194 -0.80373 -5.08471  0.000
C44 3.52136 -1.74821 -4.16705  0.000
C45 2.54642 -1.42734 -3.23061  0.001
H37 -0.58579 -1.95812 -3.68411  0.000
H38 -2.43392 -2.39686 -5.23751  0.000
H39 -4.00754 -0.57979 -5.85588  0.000
H40 -3.68978 1.69204 -4.92900  0.000
H41 -1.85040 2.13867 -3.35683  0.000
H42 2.06318 1.82081 -4.10903  0.000
H43 3.79623 1.23316 -5.75624  0.000
H44 4.71994 -1.06682 -5.81193  0.000
H45 3.94417 -2.74528 -4.16340  0.000
H46 2.26004 -2.15535 -2.48901  0.000

***

Formula: C4H6N2
Source: the OMol25 dataset
Level of theory: ωB97M-V/def2-TZVPD

The energy relative to the best compared isomer or geometry (same formula, charge and spin) is 4.836 eV. The value obtained for the molecular weight is 82.11 g mol⁻¹. The HOMO energy (alpha / beta) comes out at -8.7 / -8.7 eV. The calculation puts the HOMO-LUMO gap (alpha / beta) at 8.08 / 8.08 eV. The electronic energy is -7220.7546 eV.

Each line ends with the Löwdin charge.
Positions of all 12 atoms, in Å:
C1 -1.39852 -1.12329 0.10023  -0.148
C2 -0.71650 0.05993 -0.43747  0.009
C3 0.08442 0.84387 0.56962  -0.259
N1 1.46388 0.83375 0.07257  -0.002
C4 1.69348 0.15516 -1.06934  -0.369
N2 1.95350 -0.46801 -2.01581  0.140
H1 -2.45504 -1.01870 -0.18196  0.091
H2 -1.29783 -1.36815 1.16859  0.071
H3 -1.06182 -1.97616 -0.51281  0.100
H4 -0.33320 1.86385 0.52491  0.128
H5 0.06834 0.51276 1.62202  0.108
H6 1.99927 1.68501 0.15944  0.133

***

Formula: C22H24ClIO3
Source: the OMol25 dataset
Level of theory: ωB97M-V/def2-TZVPD

The value obtained for the molecular weight is 498.79 g mol⁻¹. The HOMO energy comes out at -9.3 eV. The calculation puts the HOMO-LUMO gap at 8.26 eV. The electronic energy is -49965.1771 eV.

Each line ends with the Löwdin charge.
Positions of all 51 atoms, in Å:
C1 2.07494 -4.70989 -0.05422  -0.183
C2 1.28692 -3.53506 0.70124  -0.685
I1 -0.37319 -4.44975 1.83950  0.831
C3 0.63124 -2.42981 -0.27373  -0.260
O1 1.46778 -1.26151 -0.51020  -0.076
C4 2.61608 -1.56342 -1.28868  -0.480
O2 3.64222 -1.98493 -0.68658  0.113
O3 2.71867 -1.37113 -2.70846  -0.457
Cl1 1.58387 -2.29676 -3.54393  0.739
H1 1.37049 -5.52089 -0.44951  0.067
H2 2.72472 -4.37112 -0.92838  0.074
H3 2.73695 -5.22348 0.74261  0.091
H4 1.94527 -3.03212 1.48777  0.095
H5 -0.30672 -2.04000 0.28121  0.099
H6 0.21440 -2.90001 -1.24636  0.115
C5 -1.29302 3.53368 -0.81138  -0.096
C6 -0.45827 4.34976 -1.56868  -0.106
C7 0.71418 3.83342 -2.11297  -0.105
C8 1.04671 2.49746 -1.90771  -0.086
C9 0.21000 1.68028 -1.15335  -0.084
C10 -0.95760 2.19912 -0.60153  -0.090
H7 -2.20521 3.93736 -0.38444  0.100
H8 -0.72107 5.38962 -1.73437  0.103
H9 1.36821 4.47169 -2.69785  0.099
H10 1.95834 2.09351 -2.33611  0.100
H11 0.46876 0.63839 -0.99487  0.076
H12 -1.60696 1.56338 -0.00897  0.100
C11 3.22055 8.66382 0.84130  -0.099
C12 4.32372 8.42675 0.02710  -0.100
C13 4.41216 7.24293 -0.69883  -0.098
C14 3.39180 6.29959 -0.61805  -0.096
C15 2.28656 6.53837 0.19351  -0.094
C16 2.20274 7.71827 0.92650  -0.096
H13 3.15359 9.58554 1.40981  0.099
H14 5.11598 9.16521 -0.04114  0.099
H15 5.27559 7.05551 -1.32836  0.099
H16 3.45833 5.37856 -1.18784  0.093
H17 1.49018 5.80341 0.25510  0.091
H18 1.34384 7.90172 1.56319  0.100
C17 -5.59735 -7.93954 1.88699  -0.098
C18 -6.55003 -6.95301 1.65169  -0.099
C19 -6.16508 -5.61837 1.56970  -0.097
C20 -4.82496 -5.27109 1.71344  -0.094
C21 -3.87203 -6.25804 1.94502  -0.111
C22 -4.25805 -7.59171 2.03617  -0.093
H19 -5.89830 -8.97976 1.95422  0.100
H20 -7.59393 -7.22460 1.53287  0.100
H21 -6.90893 -4.84876 1.39286  0.100
H22 -4.52379 -4.23091 1.64473  0.099
H23 -2.82689 -5.98697 2.05540  0.002
H24 -3.51540 -8.36021 2.22217  0.101

***

Formula: C9H17N4O
Source: the OMol25 dataset
Level of theory: ωB97M-V/def2-TZVPD

The expectation value of S² is 2.006. Its multiplicity is 3. The energy relative to the best compared isomer or geometry (same formula, charge and spin) is 1.984 eV. As for the charge: +1. The value obtained for the molecular weight is 197.26 g mol⁻¹. The HOMO energy (alpha / beta) comes out at -8.1 / -12.5 eV. The calculation puts the HOMO-LUMO gap (alpha / beta) at 5.48 / 7.69 eV. The electronic energy is -17602.5713 eV.

Each line ends with the Löwdin spin population.
Positions of all 31 atoms, in Å:
C1 2.39831 0.60554 0.99785  0.545
C2 0.23185 2.72586 1.84200  0.010
C3 2.53613 2.10523 1.00677  0.087
C4 1.64304 2.91658 2.09606  0.054
C5 -2.37711 -1.54088 -0.13395  0.003
C6 -1.08870 -1.39173 0.65695  0.021
C7 -0.51336 -2.39321 -1.43065  0.023
C8 -2.02339 -1.91698 -1.54056  0.002
C9 0.87000 -0.43760 -0.60508  0.585
N1 1.70160 -0.28257 0.43648  0.370
N2 -0.85617 2.56623 1.50290  0.009
N3 -0.11590 0.80108 -1.00132  0.122
N4 0.02883 -1.61053 -0.25950  0.070
O1 -2.10838 -0.84238 -2.39483  0.003
H1 3.15398 0.40716 1.81145  0.024
H2 3.62671 2.48864 1.22972  0.016
H3 2.20094 2.52388 0.06287  0.007
H4 2.02863 4.00400 2.05591  0.003
H5 1.81992 2.53474 3.02675  0.002
H6 -3.21021 -2.26433 0.22736  0.000
H7 -3.02714 -0.64935 -0.31101  0.001
H8 -1.05040 -0.42182 1.15578  0.003
H9 -0.89062 -1.98826 1.44565  0.005
H10 -0.51423 -3.36604 -1.32009  0.001
H11 0.17573 -2.10152 -2.20919  0.014
H12 -2.63440 -2.64242 -1.96411  0.000
H13 -0.83115 0.76753 -1.73739  0.005
H14 -0.40744 1.16352 -0.10685  0.007
H15 0.56329 1.52457 -1.24799  0.005
H16 0.79691 -2.17551 0.05276  0.002
H17 -2.12725 -1.10941 -3.34474  0.000